# 1
DFT (ωB97M-V/def2-TZVPD) results for the molecule C4H11NOS at a distorted geometry.

frontier orbital gap	9.46	eV
net charge	0
E_LUMO	0.78	eV
SMILES	OCNCCCS
HOMO level	-8.6811	eV

```
18
C4H11NOS | the OMol25 dataset | ωB97M-V/def2-TZVPD
O -1.854 2.351 1.029
C -1.076 1.337 1.704
N -0.121 0.709 0.849
C -0.481 0.210 -0.464
C -0.132 -1.255 -0.716
C 1.233 -1.573 -1.355
S 2.596 -0.431 -0.922
H -1.351 2.618 0.255
H -1.818 0.622 2.062
H -0.535 1.852 2.489
H 0.843 0.725 1.115
H 0.047 0.813 -1.219
H -1.552 0.339 -0.569
H -0.192 -1.854 0.199
H -0.889 -1.686 -1.364
H 1.606 -2.543 -1.045
H 1.143 -1.600 -2.442
H 2.532 -0.635 0.396
```

# 2
DFT (ωB97M-V/def2-TZVPD) results for a cluster of 2 separate species, C3H13N3O in total at a distorted geometry.

frontier orbital gap	9.99	eV
net charge	0
E_LUMO	0.94	eV
SMILES	NCCNCN.O
HOMO level	-9.0537	eV

```
20
C3H13N3O | the OMol25 dataset | ωB97M-V/def2-TZVPD
N 2.072 0.893 -1.168
C 0.715 0.701 -1.740
C -0.286 0.848 -0.593
N -0.038 -0.157 0.432
C -0.884 0.013 1.614
N -0.476 -0.730 2.754
H 2.775 0.537 -1.809
H 2.160 1.906 -1.129
H 0.636 -0.310 -2.141
H 0.425 1.373 -2.550
H -0.237 1.883 -0.219
H -1.291 0.693 -1.002
H 0.953 -0.045 0.643
H -1.878 -0.272 1.238
H -1.056 1.058 1.910
H -0.200 -1.689 2.549
H 0.200 -0.258 3.331
O -1.120 -2.504 -0.710
H -2.005 -2.143 -0.623
H -0.464 -1.798 -0.786
```

# 3
DFT (ωB97M-V/def2-TZVPD) results for the ion C8H17N2S with charge +1 at a distorted geometry.

frontier orbital gap	9.98	eV
net charge	+1
E_LUMO	-2.88	eV
SMILES	CC1=CC(C)(C)N[C@@H](S)[N@H+]1C
HOMO level	-12.8607	eV

```
28
C8H17N2S | the OMol25 dataset | ωB97M-V/def2-TZVPD
C 0.304 -2.846 0.591
C 0.229 -1.379 0.138
C 1.097 -0.434 0.228
C 0.946 1.009 0.027
C 1.869 1.299 -1.184
C 1.422 1.794 1.351
N -0.366 1.311 -0.484
C -1.539 0.357 0.441
S -3.232 0.965 0.210
N -1.245 -0.892 -0.043
C -1.580 -0.940 -1.527
H -0.198 -3.483 -0.137
H -0.160 -2.961 1.484
H 1.414 -3.115 0.947
H 2.052 -0.648 0.762
H 2.224 0.371 -1.525
H 2.595 1.949 -0.898
H 1.246 1.608 -1.903
H 0.858 2.639 1.641
H 2.394 2.272 1.104
H 1.530 1.021 2.015
H -0.662 2.211 -0.437
H -1.149 0.511 1.519
H -3.159 1.973 1.028
H -1.816 -1.654 0.338
H -1.272 -0.081 -2.061
H -1.188 -1.873 -2.081
H -2.616 -0.984 -1.545
```

# 4
DFT (ωB97M-V/def2-TZVPD) results for a structure of composition C41H57BBr2N5OP2W.

frontier orbital gap	4.66	eV
net charge	+3
E_LUMO	-10.46	eV
HOMO level	-15.1151	eV

```
110
C41H57BBr2N5OP2W | the OMol25 dataset | ωB97M-V/def2-TZVPD
W 0.685 0.488 0.544
C 0.793 -5.103 0.746
C 1.469 -3.728 0.536
C 2.895 -3.764 1.093
C 1.552 -3.549 -0.977
P 0.445 -2.334 1.316
C -1.267 -2.693 0.769
N -2.001 -1.466 0.881
B -1.485 -0.150 0.687
N -2.613 0.731 0.744
C -2.669 2.037 0.146
P -0.934 2.638 -0.133
C -0.890 4.135 1.066
C -1.223 3.668 2.488
C 0.443 4.879 1.159
C -1.998 5.130 0.652
C -0.854 3.330 -1.943
C -0.066 4.651 -2.037
C -0.193 2.371 -2.937
C -2.292 3.575 -2.442
C -3.774 -0.053 0.879
C -5.107 0.322 0.899
C -6.054 -0.685 1.028
C -5.676 -2.025 1.125
C -4.342 -2.403 1.090
C -3.396 -1.398 0.963
C 0.405 -2.598 3.192
C -0.958 -2.122 3.722
C 0.511 -4.071 3.617
C 1.560 -1.845 3.857
H 1.199 -5.775 -0.011
H -0.286 -5.086 0.597
H 1.006 -5.548 1.709
H 3.388 -4.657 0.705
H 2.939 -3.822 2.177
H 3.481 -2.905 0.764
H 2.197 -4.336 -1.372
H 1.992 -2.601 -1.257
H 0.580 -3.657 -1.456
H -1.704 -3.476 1.392
H -1.246 -3.066 -0.262
H -3.213 2.747 0.768
H -3.200 1.995 -0.807
H -0.324 3.307 2.978
H -2.009 2.915 2.550
H -1.563 4.533 3.058
H 1.233 4.248 1.564
H 0.296 5.706 1.857
H 0.784 5.301 0.219
H -3.000 4.707 0.704
H -1.862 5.577 -0.323
H -1.967 5.942 1.381
H 0.982 4.535 -1.777
H -0.483 5.468 -1.461
H -0.108 4.955 -3.083
H 0.809 2.079 -2.631
H -0.091 2.908 -3.881
H -0.799 1.494 -3.141
H -2.920 4.138 -1.757
H -2.799 2.646 -2.705
H -2.217 4.157 -3.362
H -5.410 1.358 0.818
H -7.103 -0.427 1.050
H -6.439 -2.784 1.221
H -4.067 -3.448 1.142
H -1.721 -2.885 3.567
H -1.326 -1.217 3.256
H -0.879 -1.961 4.799
H -0.263 -4.694 3.173
H 0.356 -4.092 4.698
H 1.486 -4.510 3.427
H 1.511 -0.772 3.700
H 2.531 -2.200 3.512
H 1.518 -2.022 4.933
O 2.339 2.208 5.604
C 1.623 1.759 4.595
C 0.238 1.447 4.724
C -0.481 1.031 3.644
N 0.194 0.872 2.476
C 1.478 1.114 2.354
Br 2.068 2.480 -0.339
C 2.273 1.597 3.367
H 1.836 2.316 6.426
H -0.259 1.582 5.677
H -1.546 0.853 3.657
H 3.319 1.842 3.255
Br -3.983 -2.682 -4.799
C -2.577 -1.952 -3.809
C -1.280 -2.415 -3.994
C -0.246 -1.892 -3.237
C -0.486 -0.887 -2.296
C -1.783 -0.412 -2.148
C -2.824 -0.941 -2.888
N 0.615 -0.382 -1.500
C 1.781 -0.425 -2.061
C 2.973 -0.383 -1.239
C 4.244 -0.490 -1.764
C 5.324 -0.523 -0.884
C 5.073 -0.467 0.473
C 3.762 -0.354 0.925
N 2.725 -0.313 0.091
H -1.081 -3.197 -4.713
H 0.739 -2.316 -3.368
H -1.991 0.414 -1.493
H -3.828 -0.559 -2.762
H 1.890 -0.562 -3.133
H 4.389 -0.543 -2.834
H 6.335 -0.601 -1.259
H 5.877 -0.511 1.195
H 3.546 -0.314 1.982
```

# 5
DFT (ωB97M-V/def2-TZVPD) results for a cluster of 3 separate species, C13H29F3O9PSi in total at a distorted geometry.

frontier orbital gap	6.62	eV
net charge	-1
E_LUMO	2.10	eV
HOMO level	-4.5214	eV

```
56
C13H29F3O9PSi | the OMol25 dataset | ωB97M-V/def2-TZVPD
O 1.718 -0.145 5.798
C 0.780 -1.115 5.706
O 0.074 -1.533 6.963
Si 0.268 -2.037 4.095
C 1.480 -1.834 2.614
C 1.892 -3.356 2.099
C 0.738 -4.088 1.190
F -0.393 -3.219 0.792
F 0.294 -5.336 1.910
F 1.350 -4.592 -0.096
C -1.543 -1.539 3.666
P -2.780 -2.993 3.589
O -3.847 -2.951 4.791
O -3.713 -2.810 2.103
O -2.051 -4.579 3.606
H 0.251 -3.482 4.430
H 2.487 -1.266 2.872
H 0.991 -1.219 1.715
H 1.985 -4.005 3.097
H 2.938 -3.368 1.567
H -1.914 -0.818 4.541
H -1.614 -0.879 2.681
H -3.079 -2.747 1.325
H -1.866 -4.903 4.536
C 1.919 -2.124 -1.990
O 2.196 -1.028 -1.125
C 3.478 -0.445 -1.385
C 3.348 0.847 -2.200
O 2.871 0.580 -3.522
C 1.486 0.879 -3.666
H 0.858 -2.372 -1.898
H 2.130 -1.884 -3.035
H 2.509 -2.994 -1.684
H 4.140 -1.162 -1.885
H 3.920 -0.203 -0.413
H 4.339 1.297 -2.303
H 2.700 1.570 -1.688
H 1.346 1.963 -3.707
H 0.893 0.462 -2.848
H 1.136 0.444 -4.605
C -4.056 3.986 -2.376
O -3.300 5.145 -2.047
C -2.307 4.879 -1.050
C -0.916 4.730 -1.676
O -0.836 3.558 -2.493
C -0.936 3.861 -3.880
H -4.627 4.196 -3.285
H -3.417 3.119 -2.561
H -4.758 3.761 -1.567
H -2.572 3.993 -0.462
H -2.297 5.740 -0.374
H -0.182 4.611 -0.873
H -0.645 5.626 -2.248
H 0.000 4.310 -4.227
H -1.768 4.538 -4.090
H -1.101 2.928 -4.424
```

# 6
DFT (ωB97M-V/def2-TZVPD) results for a structure of composition C25H31CuIN3O6Si2.

frontier orbital gap	4.89	eV
net charge	-2
E_LUMO	3.57	eV
HOMO level	-1.3213	eV

```
69
C25H31CuIN3O6Si2 | the OMol25 dataset | ωB97M-V/def2-TZVPD
Cu 0.099 -0.107 0.651
C 2.199 -0.268 3.967
C 2.480 -1.124 2.785
N 1.835 -1.078 1.647
C 2.381 -2.053 0.847
C 3.393 -2.694 1.511
N 3.442 -2.083 2.734
C 4.355 -3.801 1.175
O 4.201 -4.329 0.037
O 5.147 -4.121 2.071
C 1.759 -2.298 -0.472
O 2.315 -3.186 -1.253
O 0.752 -1.676 -0.781
H 1.269 0.269 3.785
H 3.011 0.441 4.144
H 2.068 -0.874 4.865
H 4.103 -2.366 3.439
H 3.136 -3.626 -0.788
C -0.763 -1.293 -4.761
Si -1.861 -0.123 -3.763
C -2.771 0.896 -5.090
C -3.183 -1.253 -3.014
C -0.938 0.823 -2.507
C -1.642 1.289 -1.369
C -3.029 1.663 -1.429
C -3.660 2.257 -0.378
C -2.951 2.515 0.807
C -1.653 2.071 0.852
N -1.019 1.440 -0.151
Si 0.765 1.408 -2.839
C 1.694 2.183 -1.394
C 0.675 2.806 -4.133
C 1.999 0.213 -3.623
H -1.378 -2.066 -5.229
H -0.026 -1.779 -4.122
H -0.232 -0.770 -5.559
H -3.293 0.244 -5.798
H -2.059 1.506 -5.651
H -3.503 1.574 -4.647
H -3.488 -1.998 -3.756
H -4.077 -0.726 -2.684
H -2.780 -1.783 -2.149
H -3.550 1.539 -2.368
H -4.701 2.553 -0.471
H -3.405 2.989 1.666
H -1.078 2.172 1.765
H 1.109 2.973 -0.922
H 2.633 2.608 -1.764
H 1.924 1.447 -0.622
H 0.017 3.606 -3.785
H 0.266 2.434 -5.076
H 1.662 3.232 -4.340
H 2.153 -0.682 -3.024
H 2.956 0.735 -3.722
H 1.693 -0.102 -4.620
I -4.864 -5.576 1.183
C -3.712 -3.980 1.911
C -3.121 -3.104 1.017
C -2.361 -2.052 1.515
C -2.188 -1.874 2.881
C -2.800 -2.769 3.753
C -3.561 -3.827 3.281
C -1.353 -0.726 3.461
O -1.380 -0.589 4.695
O -0.705 -0.031 2.638
H -3.243 -3.230 -0.049
H -1.905 -1.357 0.816
H -2.661 -2.608 4.814
H -4.030 -4.521 3.966
```